Molecular formula: C6H12O12S3
Method: DFT, ωB97M-V/def2-TZVPD

```
33
Properties=species:S:1:pos:R:3:mulliken_charge:R:1
O 2.004 0.345 -3.131 -0.315
H -4.087 -1.478 -0.261 0.379
H 3.442 2.283 -0.989 0.289
S 0.928 1.670 -3.053 1.022
H 0.274 -3.648 2.915 0.317
O 1.844 -2.319 2.601 -0.288
O 1.137 2.538 -4.208 -0.535
O 1.851 2.421 -1.879 -0.327
S -2.686 1.202 1.393 1.042
C -0.515 -1.786 2.526 -0.419
C -3.239 -0.849 0.010 -0.228
O -0.466 1.243 -2.676 -0.435
O -3.460 -0.244 1.254 -0.227
H 3.716 2.896 -2.695 0.261
O -2.373 1.227 -0.309 -0.032
H -0.557 -0.860 3.098 0.326
C 3.190 2.196 -2.046 -0.335
H -2.289 -1.382 0.031 0.253
C 3.265 0.693 -2.529 -0.055
H 4.065 0.498 -3.242 0.316
H -4.070 0.661 -1.204 0.328
O -1.424 1.134 2.049 -0.332
H 0.448 -2.675 4.321 0.325
H -1.524 -2.158 2.348 0.375
O -3.562 2.315 1.771 -0.432
S 1.647 -1.121 1.510 1.106
H -2.631 0.028 -1.963 0.384
H 3.362 0.167 -1.579 0.120
O 0.057 -1.437 1.367 -0.237
O 1.801 0.186 2.134 -0.557
C -3.064 0.297 -0.999 -0.131
C 0.537 -2.640 3.235 -0.448
O 2.379 -1.405 0.200 -0.512
```

Maximum force (eV/A): 5.85
HOMO energy (alpha / beta) (eV): -13.36 / -13.36
LUMO level (alpha / beta) (eV): -4.201 / -10.547
Spin multiplicity: 2
Orbital gap (alpha / beta) (Ha): 0.3367 / 0.1033
Molar mass (g mol⁻¹): 372.35
Relative energy (zero: lowest compared OMol25 entry of this formula, charge and spin) (eV): 0.4972
Net charge: +1
E_tot (eV): -63475.9154